40
Properties=species:S:1:pos:R:3:mulliken_spin:R:1 method="wB97M-V/def2-TZVPD" orbital_gap_ev="5.9046 / 6.8204" charge=-1 e_above_lowest_ev=0.000 spin_multiplicity=6 s_squared=8.771 total_energy_ha=-2477.7840 homo_energy_ev="-3.28 / -4.26"
C -3.331 0.773 -0.531 -0.01
H -3.475 -1.842 0.026 0.00
N -4.483 -0.094 -0.547 0.00
H -1.736 0.709 4.584 0.00
C -4.465 -1.366 0.101 0.00
H -4.099 1.327 3.971 0.00
Cl 1.487 -1.663 1.553 0.15
H 3.773 -3.496 -1.703 0.01
H -2.574 0.411 -1.253 0.01
H 4.609 -0.295 0.160 0.02
C 1.220 1.840 -0.251 0.01
H -4.765 -1.323 1.168 0.00
H 2.698 0.088 -1.855 0.04
C -2.043 0.762 3.542 0.00
H 5.115 -1.861 -0.636 0.01
C 4.488 -1.394 0.148 0.19
C -3.342 1.132 3.212 0.00
H -6.180 -0.556 -1.638 0.00
C -1.477 0.444 1.197 -0.01
C -3.673 1.274 1.864 0.00
C 2.902 -3.569 -1.024 0.17
H -5.213 -1.993 -0.409 0.00
Fe 2.640 -1.816 -0.267 4.12
H 3.102 -4.279 -0.195 0.02
H 4.736 -1.815 1.150 0.02
H -4.640 1.694 1.556 0.00
C 1.925 -0.698 -1.645 0.09
H 0.547 2.476 -0.854 0.00
H 2.209 1.776 -0.701 0.00
H -3.680 1.766 -0.855 0.00
H 1.270 2.136 0.799 0.00
H -5.487 1.089 -1.929 0.00
H -6.437 0.748 -0.452 0.00
C -5.701 0.323 -1.170 0.00
H 1.983 -3.832 -1.580 0.02
H -0.088 0.222 2.824 0.00
H 1.864 -1.275 -2.585 0.04
C -1.108 0.457 2.539 0.00
In 0.175 -0.081 -0.356 0.08
C -2.769 0.834 0.868 0.03